No. 1
The following is a DFT calculation (ωB97M-V/def2-TZVPD) of one molecule with the formula C5H10O2.

Cartesian coordinates (Å):
1 C 1.11995 -0.36220 1.79197
2 C 0.34634 -0.97383 0.62680
3 O -0.99638 -1.26515 0.99217
4 C 0.43809 -0.05804 -0.59658
5 C -0.75597 0.00134 -1.56443
6 C -0.77126 1.49576 -1.21740
7 O 0.25606 1.32643 -0.23214
8 H 1.10878 -1.03617 2.65268
9 H 2.16118 -0.14925 1.51947
10 H 0.65554 0.58798 2.07524
11 H 0.77932 -1.94522 0.36009
12 H -1.43540 -0.42234 1.17927
13 H 1.41146 -0.20688 -1.08836
14 H -0.55413 -0.25418 -2.60609
15 H -1.62278 -0.55694 -1.20379
16 H -1.68890 1.89750 -0.77076
17 H -0.45147 2.16316 -2.02671

No. 2
The following is a DFT calculation (ωB97M-V/def2-TZVPD) of a 6-piece molecular cluster, C37H59N3O18S overall.

Cartesian coordinates (Å):
1 C 9.98595 2.68111 -0.31000
2 C 8.90397 2.58434 -1.23386
3 C 7.35071 2.51116 -1.83811
4 C 6.49256 1.22685 -1.26885
5 N 6.97283 0.80008 0.13335
6 C 6.54497 1.73423 1.07657
7 S 6.63099 3.04999 2.20070
8 O 5.03214 1.37817 -1.34244
9 C 4.31891 0.11062 -1.14170
10 C 2.93628 0.24512 -0.22882
11 C 2.99159 1.43348 0.89714
12 N 2.87155 -1.07764 0.56360
13 C 1.57104 -1.43153 0.81882
14 C 0.72450 -2.53475 -0.11149
15 C 0.70248 -0.84551 2.12279
16 O 1.77640 0.32777 -1.12960
17 C 1.62752 1.65513 -1.74189
18 C 1.04403 1.42630 -3.29298
19 N 1.45217 2.55127 -4.23914
20 C 0.31681 3.58039 -4.31683
21 O 0.69208 2.56138 -1.05844
22 C -0.48931 1.86073 -0.53331
23 C -1.77368 2.90855 -0.73376
24 C -2.38374 3.46669 0.69024
25 H 10.91514 2.88650 0.39804
26 H 7.49033 2.36023 -3.00861
27 H 6.84129 3.55190 -1.67419
28 H 6.77123 0.30917 -1.97250
29 H 3.95001 -0.24464 -2.21248
30 H 5.02584 -0.77021 -0.75587
31 H 1.90474 1.84598 1.16974
32 H 3.42254 0.95813 1.89942
33 H 3.62356 2.37388 0.60806
34 H 1.10501 -2.58486 -1.21793
35 H 0.67428 -3.58897 0.42328
36 H -0.39727 -2.12786 -0.14886
37 H 1.03328 -1.43716 3.10314
38 H -0.44946 -1.07912 1.97826
39 H 0.79839 0.31298 2.25313
40 H 2.63441 2.24659 -1.88290
41 H 1.41082 0.40365 -3.76287
42 H -0.13313 1.36358 -3.25505
43 H 1.55212 2.11454 -5.20102
44 H -0.73855 3.06626 -4.47576
45 H 0.47044 4.30109 -5.25039
46 H 0.32780 4.19243 -3.29835
47 H -0.78383 0.88771 -1.11591
48 H -0.33014 1.71809 0.61784
49 H -2.67701 2.34206 -1.27038
50 H -1.45744 3.77004 -1.48775
51 H -1.99263 2.84129 1.59967
52 H -2.06051 4.58811 0.86644
53 H -3.56763 3.33119 0.66127
54 C 3.16736 5.17184 -1.61930
55 C 3.29525 6.18480 -0.49919
56 C 2.78805 5.68001 0.81790
57 O 2.41409 6.87742 1.47811
58 C 2.06475 7.76146 0.49414
59 O 1.47783 8.81069 0.68762
60 O 2.45713 7.30603 -0.73419
61 H 3.34837 5.64481 -2.58962
62 H 3.87527 4.34842 -1.48787
63 H 2.15447 4.75457 -1.65979
64 H 4.32920 6.54489 -0.42818
65 H 3.55125 5.14165 1.38558
66 H 1.89783 5.04788 0.72790
67 C -8.26403 2.72106 -3.05735
68 C -6.95667 2.91441 -2.31539
69 C -5.79713 2.22283 -2.96652
70 O -4.92780 1.99132 -1.87100
71 C -5.72856 1.87324 -0.76800
72 O -5.35660 1.44813 0.31076
73 O -7.00198 2.29020 -1.04136
74 H -9.10764 3.05733 -2.44644
75 H -8.26625 3.27383 -4.00120
76 H -8.44019 1.66144 -3.27620
77 H -6.76118 3.98296 -2.16127
78 H -5.31211 2.83872 -3.72809
79 H -6.05901 1.25355 -3.40482
80 C -3.79519 -4.12226 1.83570
81 C -3.18669 -5.15958 0.91332
82 C -2.33407 -6.16303 1.62953
83 O -1.42711 -6.56761 0.61798
84 C -1.29587 -5.49840 -0.22542
85 O -0.43196 -5.39522 -1.07737
86 O -2.25982 -4.56014 0.02089
87 H -4.22862 -3.29958 1.25837
88 H -4.57356 -4.56347 2.46490
89 H -3.03335 -3.67864 2.48725
90 H -3.96923 -5.64161 0.31412
91 H -2.90854 -7.01418 2.00379
92 H -1.75537 -5.73257 2.45414
93 C -4.68179 1.93018 6.07439
94 C -3.25386 1.53506 5.75505
95 C -2.74010 2.14284 4.48483
96 O -1.75641 1.20717 4.07694
97 C -2.15859 -0.00557 4.56611
98 O -1.68710 -1.07576 4.22672
99 O -3.16372 0.14521 5.48108
100 H -5.08275 1.30865 6.88119
101 H -4.74209 2.98100 6.37197
102 H -5.33623 1.77743 5.20832
103 H -2.59876 1.75454 6.60736
104 H -2.30048 3.13169 4.63798
105 H -3.49750 2.20715 3.69591
106 C 1.00711 -8.79145 -0.02947
107 C 1.04403 -10.16450 -0.67014
108 C -0.29085 -10.61737 -1.17985
109 O -0.17522 -12.02898 -1.12074
110 C 0.69979 -12.29696 -0.10373
111 O 0.86906 -13.39855 0.38683
112 O 1.35285 -11.16217 0.29118
113 H 1.93875 -8.59201 0.50929
114 H 0.85697 -8.01067 -0.78064
115 H 0.19922 -8.72219 0.70825
116 H 1.81316 -10.19898 -1.45181
117 H -0.48788 -10.28295 -2.20156
118 H -1.12637 -10.31649 -0.53833

No. 3
The following is a DFT calculation (ωB97M-V/def2-TZVPD) of one molecule with the formula C3H3NOS3.

Cartesian coordinates (Å):
1 C 2.10020 0.48251 0.21870
2 C 1.17047 -0.62686 0.45560
3 C -2.49613 0.44460 -0.22223
4 H 4.73908 0.75829 -0.20128
5 H 1.28850 -1.82853 0.59835
6 H -1.97054 1.34439 -0.15726
7 N 0.02540 -0.04646 0.08961
8 O 1.85089 1.58324 0.58923
9 S 3.85605 -0.23658 -0.50332
10 S -1.29803 -1.03493 0.27210
11 S -4.03859 0.37049 -0.28712

No. 4
The following is a DFT calculation (ωB97M-V/def2-TZVPD) of a 2-piece molecular cluster, C4H5Cl2O4P overall.

Cartesian coordinates (Å):
1 C 0.46904 -1.38457 0.01380
2 C -0.27969 -0.76676 -1.26766
3 C 0.38328 -0.64276 1.25831
4 C -1.70048 0.76859 -0.36226
5 O -2.71994 0.10361 -0.41933
6 O -2.13424 -1.61861 1.71057
7 O -1.64173 0.58993 2.84201
8 O -0.52371 0.57948 -0.96846
9 P -1.29159 -0.42021 1.79826
10 Cl 9.49690 5.59710 -2.63945
11 Cl -1.80678 2.50090 0.15281
12 H 0.15607 -2.45526 0.16090
13 H 1.41142 -1.36762 -0.25795
14 H 0.48076 -0.60004 -2.09141
15 H -1.26396 -1.12330 -1.45031
16 H 0.96466 0.23953 1.52017

Charge: -2

Number 1: electronic energy -346.9491 hartree, highest occupied orbital energy -9.7 eV, maximum force 0.41 eV/Å. Number 2: electronic energy -3361.5012 hartree, highest occupied orbital energy -7.4 eV, maximum force 9.79 eV/Å. Number 3: electronic energy -1440.5482 hartree, highest occupied orbital energy -9.3 eV, maximum force 3.97 eV/Å. Number 4: electronic energy -1718.1854 hartree, highest occupied orbital energy -2.3 eV, maximum force 5.16 eV/Å.